One molecule with the formula C11H10ClN3O3S2. Source: the Open Molecules 2025 dataset; level of theory: ωB97M-V/def2-TZVPD.

Cartesian coordinates (Å):
N -4.93009 0.78198 -1.41525
N -3.71798 0.47816 -0.77421
C -3.04566 1.39563 -0.05184
O -3.36299 2.57198 0.00119
C -1.87898 0.82164 0.65713
C -0.97848 1.54370 1.38637
S 0.23226 0.51996 2.03596
C -0.57903 -0.84525 1.26397
N -1.62884 -0.51359 0.60560
C -0.00848 -2.18977 1.29752
H 0.69677 -2.34134 2.10786
H -0.77376 -2.96156 1.28212
S 0.94594 -2.43365 -0.28106
O 0.02347 -2.41687 -1.37702
O 1.77339 -3.59232 -0.09731
C 1.97537 -0.96549 -0.35604
C 3.13716 -0.91773 0.39063
C 3.90089 0.23593 0.38518
C 3.47832 1.32521 -0.36734
C 2.31265 1.27114 -1.12211
C 1.55693 0.11220 -1.11354
H 0.64912 0.02399 -1.68952
H 2.00646 2.12481 -1.70534
Cl 4.41863 2.76617 -0.36751
H 4.81321 0.29674 0.95692
H 3.43944 -1.78831 0.95101
H -0.98339 2.59877 1.56802
H -3.45860 -0.49785 -0.72844
H -4.76837 0.92198 -2.41440
H -5.24535 1.67374 -1.02858

Its HOMO-LUMO gap is 9.2 eV. The value obtained for the HOMO energy is -9.195 eV. The value obtained for the lowest unoccupied orbital energy is 0.0 eV. Its SMILES is NNC(=O)c1csc(CS(=O)(=O)c2ccc(Cl)cc2)n1. The net charge is 0.



C4H6N2 as an isolated structure. Source: the Open Molecules 2025 dataset; level of theory: ωB97M-V/def2-TZVPD.

Cartesian coordinates (Å):
N -2.19916 -2.18594 -1.04682
C -1.40771 -1.40834 -0.69469
C -0.50047 -0.43339 -0.25145
C 0.26309 -0.20698 1.04771
C 1.22929 0.52381 0.15155
N 0.61339 0.03765 -0.92066
H -0.92225 1.48376 0.00907
H -0.21672 0.30480 1.88270
H 0.72580 -1.14578 1.36655
H 2.16166 1.05937 0.22526
H -0.29502 1.91062 0.17547
H 0.78457 0.16964 -1.91157

Its HOMO-LUMO gap (spin up / spin down) is 8.4 / 8.4 eV. The value obtained for the HOMO energy (spin up / spin down) is -7.894 / -7.894 eV. The value obtained for the lowest unoccupied orbital energy (spin up / spin down) is 0.5 / 0.5 eV. As for the relative energy (zero: lowest compared OMol25 entry of this formula, charge and spin): 107.2 kcal/mol. The net charge is 0.



C57H66Cl2Ge2KN9O2Se as an isolated structure. Source: the Open Molecules 2025 dataset; level of theory: ωB97M-V/def2-TZVPD.

Cartesian coordinates (Å):
K -0.13165 -0.17790 0.15180
C -1.83064 2.25532 4.38588
C -0.88982 1.41597 3.52209
Ge 0.17485 2.53718 2.23780
C 2.09190 2.34755 2.76956
C 2.20689 2.58931 4.27404
C -0.14908 4.45901 2.52392
C -0.71981 5.00071 1.43867
Ge -1.18679 3.43679 0.27717
C -3.12842 3.12599 0.67002
C -3.93260 4.42830 0.64617
C -1.19975 3.44507 -1.72433
C -0.04069 4.13445 -2.43618
C -1.06270 6.41671 1.22610
C -1.46827 6.85851 -0.03394
C -1.79590 8.18583 -0.25876
C -1.72992 9.10235 0.77869
C -1.33496 8.68041 2.04161
C -1.00715 7.35425 2.26213
H -2.39081 1.62664 5.08246
H -2.55186 2.80001 3.77368
H -1.27360 2.99029 4.96957
H -1.46448 0.67784 2.95672
H -0.19352 0.86714 4.15954
H 2.63874 3.11876 2.22779
H 2.50863 1.37820 2.49999
H 1.71147 3.51828 4.56503
H 3.25439 2.66446 4.57033
H 1.75905 1.77395 4.84318
H 0.15740 5.05090 3.38433
H -3.23530 2.64608 1.64398
H -3.51769 2.43993 -0.08657
H -3.52714 5.15195 1.35379
H -4.97693 4.24866 0.91112
H -3.91074 4.88899 -0.34419
H -2.15180 3.91906 -1.98060
H -1.27061 2.40010 -2.02893
H 0.09857 5.15482 -2.07476
H -0.22038 4.18114 -3.51330
H 0.88981 3.59168 -2.27615
H -1.52675 6.13914 -0.84349
H -2.10548 8.50556 -1.24587
H -1.98904 10.13915 0.60763
H -1.28518 9.39052 2.85726
H -0.71462 7.03812 3.25473
Cl -4.33647 0.23641 2.44557
C -4.56969 -0.11832 0.73114
Cl -3.03796 -0.30989 -0.14727
H -5.10685 0.71220 0.28861
H -5.11820 -1.04818 0.64602
C -2.02613 -0.08012 -5.01839
C -1.79851 -0.35108 -3.68295
N -0.76571 0.16355 -3.01395
C 0.09525 0.93554 -3.67202
C -0.00920 1.23852 -5.03682
C -1.13250 0.72873 -5.69369
C 0.89129 2.12995 -5.77493
C 2.20476 2.39698 -5.66518
C 3.28454 1.72979 -4.93509
C 3.35091 0.36380 -4.64371
C 4.45180 -0.08678 -3.93916
N 5.44408 0.72262 -3.56441
C 5.33683 1.97935 -3.97853
N 4.32541 2.52059 -4.63476
H -2.89241 -0.49038 -5.51944
H -2.46331 -0.99256 -3.11412
H 0.88842 1.37030 -3.07461
H -1.28506 0.96078 -6.74102
H 0.37495 2.69717 -6.54303
H 2.56914 3.24064 -6.23975
H 2.58513 -0.32058 -4.97559
H 4.56087 -1.13010 -3.66022
H 6.16946 2.63741 -3.75005
Se 0.85156 -2.18960 -2.35737
N 0.81564 -2.40830 -0.58301
C 1.40778 -3.53593 -0.31593
C 1.61422 -4.00767 1.07597
C 2.31444 -5.38610 1.20034
C 2.59450 -6.13213 -0.06089
C 2.45273 -5.61154 -1.28025
C 1.88098 -4.29007 -1.45285
N 1.68331 -3.73817 -2.61984
H 0.67910 -3.91078 1.62834
H 1.82955 -6.04160 1.92561
H 3.00253 -7.13052 0.04737
H 2.73232 -6.15173 -2.17497
C -1.49289 -5.82408 -2.82697
C -2.45085 -5.35578 -1.76598
C -3.55634 -4.57323 -2.07970
C -4.44725 -4.16349 -1.10045
C -4.25507 -4.52855 0.22929
N -5.20685 -4.07809 1.17491
C -5.30288 -4.24444 2.53860
O -6.39409 -4.36998 3.06250
N -4.16017 -4.32392 3.32030
C -2.94728 -3.62249 3.33206
C -2.08779 -3.83533 4.41000
C -0.87164 -3.18269 4.44945
C -0.54558 -2.31860 3.41655
N -1.36666 -2.08148 2.39845
C -2.53142 -2.71751 2.35643
C -3.16331 -5.32894 0.55271
C -2.27464 -5.72175 -0.43452
H -1.85019 -5.55696 -3.82113
H -1.37130 -6.90699 -2.78231
H -0.50617 -5.37880 -2.68598
H -3.73399 -4.28167 -3.10859
H -5.31352 -3.56965 -1.37495
H -6.12759 -3.93721 0.78822
H -4.41651 -4.68282 4.22716
H -2.37140 -4.52146 5.19994
H -0.18915 -3.34347 5.27247
H 0.40193 -1.79006 3.41381
H -3.15019 -2.50198 1.50223
H -3.01486 -5.65857 1.57158
H -1.42751 -6.34192 -0.16397
C 4.25552 2.90893 -0.09205
C 2.87383 3.00612 -0.71548
O 2.10358 1.81254 -0.52132
H 4.78104 3.85815 -0.20638
H 4.83840 2.13023 -0.58387
H 4.18854 2.67033 0.96785
H 2.97192 3.21730 -1.78611
H 2.29388 3.81078 -0.25704
H 2.68869 1.06565 -0.71465
C 2.89888 -0.92654 1.25771
C 3.43899 -2.15824 1.07171
C 2.82527 -3.32361 1.80724
C 3.58485 -4.67927 1.81665
C 4.81703 -4.72500 0.95852
C 5.17831 -3.64370 0.18015
C 4.52209 -2.41668 0.19564
C 5.54795 -5.92223 0.93993
N 6.14604 -6.91666 0.94943
H 3.36547 -0.05604 0.81237
H 2.08468 -0.76636 1.95657
H 2.53463 -2.99881 2.80793
H 3.81814 -5.04613 2.81853
H 6.04724 -3.75375 -0.45989
H 4.89309 -1.60444 -0.42043

Its HOMO-LUMO gap is 4.4 eV. The value obtained for the HOMO energy is -5.180 eV. The value obtained for the lowest unoccupied orbital energy is -0.8 eV. As for the relative energy (zero: lowest compared OMol25 entry of this formula, charge and spin): 50.8 kcal/mol. The net charge is 0.



A 2-piece molecular cluster, C4H8N overall. Source: the Open Molecules 2025 dataset; level of theory: ωB97M-V/def2-TZVPD.

Cartesian coordinates (Å):
C 0.76350 -0.34001 0.16966
C 2.05104 -0.18732 0.01047
C -0.35773 -1.24233 0.13987
C -1.23143 1.05799 -0.51643
N -0.55108 0.17983 0.35723
H 2.67692 0.69186 0.21295
H 2.60475 -1.06001 -0.14848
H -0.60081 -1.59339 -0.89305
H -0.69457 -1.85552 0.93402
H -0.44134 1.79199 -0.57286
H -1.29648 0.53278 -1.47867
H -2.13550 1.34018 -0.03339
H -0.78727 0.68396 1.81868

Its HOMO-LUMO gap is 9.3 eV. The value obtained for the HOMO energy is -15.348 eV. The value obtained for the lowest unoccupied orbital energy is -6.1 eV. As for the relative energy (zero: lowest compared OMol25 entry of this formula, charge and spin): 94.3 kcal/mol. The net charge is +1.



Computed values of strongest force on any atom (unit: eV/Å) for the preceding records, in sequence: 1.42 1.01 0.84 6.36.
Computed values of E_tot (unit: eV) for the preceding records, in sequence: -56374.421 -7220.944 -297431.287 -5755.776.